No. 1
ORCA calculation (ωB97M-V with the def2-TZVPD basis set) on a cluster of 9 separate species, C28H54O19S4 in total at a distorted geometry.

```
105
Properties=species:S:1:pos:R:3:mulliken_charge:R:1
C 10.310 14.123 20.931 -1.233
C 10.410 13.574 19.532 0.930
C 10.808 14.600 18.452 -0.350
O 11.785 13.917 17.667 -0.362
C 12.177 12.790 18.296 0.598
O 12.953 11.997 17.877 -0.531
O 11.550 12.694 19.497 -0.407
H 11.104 14.811 21.231 0.499
H 10.425 13.277 21.612 0.055
H 9.349 14.595 21.134 0.223
H 9.509 13.010 19.289 -0.044
H 11.265 15.462 18.938 0.273
H 10.015 14.899 17.774 0.303
C 12.707 18.265 22.984 -1.635
C 11.456 18.082 23.787 0.642
C 11.096 16.645 24.166 0.427
O 10.765 16.709 25.550 -0.211
C 11.027 17.949 26.033 0.568
O 10.864 18.279 27.158 -0.544
O 11.494 18.756 25.051 -0.435
H 13.610 17.871 23.463 0.402
H 12.909 19.304 22.731 0.379
H 12.655 17.692 22.053 0.336
H 10.632 18.523 23.217 0.208
H 11.905 15.930 23.975 0.305
H 10.241 16.261 23.616 -0.379
C 1.981 14.175 25.802 -1.475
C 2.347 14.576 27.211 0.545
C 2.188 13.490 28.285 -0.538
O 3.390 13.534 29.028 -0.352
C 4.309 14.313 28.381 0.589
O 5.395 14.506 28.804 -0.520
O 3.799 14.783 27.234 -0.259
H 2.353 13.177 25.573 0.390
H 2.435 14.873 25.100 0.259
H 0.897 14.176 25.685 0.433
H 1.936 15.538 27.510 0.316
H 1.989 12.503 27.866 0.313
H 1.345 13.726 28.937 0.298
C 5.286 14.239 23.919 -0.756
C 6.602 14.728 24.483 1.328
C 7.733 14.750 23.438 1.002
O 8.017 16.136 23.270 -0.340
C 7.264 16.885 24.102 0.549
O 7.338 18.072 24.155 -0.705
O 6.414 16.127 24.805 -0.154
H 4.568 14.156 24.737 -0.169
H 5.365 13.282 23.405 0.045
H 4.902 14.971 23.209 0.375
H 6.946 14.163 25.341 -0.530
H 7.410 14.305 22.499 -0.704
H 8.604 14.169 23.752 -0.044
C 4.110 10.917 18.548 -1.543
C 5.143 11.647 19.381 0.897
C 6.126 12.453 18.517 -0.272
O 6.009 13.801 18.988 -0.359
C 5.132 13.850 20.005 0.695
O 4.995 14.789 20.720 -0.530
O 4.516 12.669 20.167 -0.384
H 3.629 11.643 17.889 0.381
H 3.303 10.558 19.187 0.369
H 4.593 10.126 17.979 0.381
H 5.646 11.022 20.112 -0.143
H 5.778 12.482 17.482 0.388
H 7.150 12.087 18.524 0.195
C 10.139 13.823 27.079 -0.582
S 8.527 13.297 27.686 0.605
O 7.938 12.501 26.555 -0.621
C 9.111 12.111 28.887 -1.098
H 9.984 14.472 26.223 -0.226
H 10.680 12.920 26.795 0.376
H 10.635 14.397 27.860 0.440
H 8.262 11.644 29.380 0.363
H 9.703 12.664 29.618 0.406
H 9.707 11.335 28.405 0.307
C 7.016 10.633 23.737 -0.703
S 7.775 10.692 22.118 0.386
O 7.691 12.106 21.639 -0.526
C 9.467 10.492 22.705 -0.890
H 7.087 9.619 24.140 0.509
H 5.973 10.941 23.731 0.284
H 7.569 11.271 24.435 0.020
H 9.796 11.477 23.039 0.100
H 10.066 10.228 21.834 0.384
H 9.555 9.762 23.503 0.420
C 4.097 18.471 23.127 -1.012
S 4.795 20.131 22.943 0.659
O 4.203 20.646 21.677 -0.700
C 3.850 20.839 24.319 -1.024
H 3.045 18.538 22.859 0.598
H 4.262 18.096 24.136 0.195
H 4.620 17.843 22.406 0.211
H 4.247 20.389 25.230 0.326
H 2.803 20.556 24.211 0.415
H 3.985 21.916 24.306 0.321
C 8.348 21.437 24.189 -0.650
S 7.312 22.721 24.941 0.545
O 8.196 23.776 25.499 -0.659
C 6.630 23.415 23.433 -1.038
H 9.302 21.415 24.708 0.396
H 8.467 21.621 23.123 0.358
H 7.820 20.495 24.340 0.071
H 7.458 23.811 22.838 0.419
H 5.954 24.216 23.713 0.293
H 6.179 22.645 22.802 0.336
```

Computed properties:
energy	-4121.5785	Eh
charge	0
ΔE to the lowest compared entry with this formula, charge and spin	0.00	kcal per mole
LUMO level	0.01	eV

***

No. 2
ORCA calculation (ωB97M-V with the def2-TZVPD basis set) on a structure of composition C28H55AsGeKN4S4SeSi3.

```
98
Properties=species:S:1:pos:R:3:mulliken_charge:R:1
K -0.252 1.185 2.256 1.182
S -4.913 2.543 4.547 -0.492
As -3.126 2.730 3.382 0.452
S -1.365 2.536 4.597 -0.705
S -3.124 1.303 1.778 -0.578
S -3.247 4.725 2.585 -0.434
C -3.155 -1.211 -4.266 -0.921
C -2.361 0.082 -4.506 -0.743
C -1.306 0.400 -3.438 0.212
C -1.830 0.972 -2.124 -1.493
N -2.859 0.181 -1.446 1.211
C -2.610 -0.893 -0.643 -1.207
Se -0.996 -1.743 -0.472 -0.113
N -3.796 -1.211 -0.040 1.431
C -3.968 -2.178 1.035 -1.220
C -4.800 -3.388 0.607 -0.632
C -4.124 -4.253 -0.462 0.040
C -3.007 -5.130 0.103 -1.136
C -4.796 -0.341 -0.473 0.336
C -6.137 -0.243 -0.148 -0.896
C -6.877 0.741 -0.790 -0.834
C -6.286 1.601 -1.716 -0.816
C -4.933 1.516 -2.014 -0.655
C -4.200 0.536 -1.368 0.826
H -3.663 -1.528 -5.184 0.469
H -3.918 -1.093 -3.496 0.056
H -2.484 -2.017 -3.953 0.234
H -3.055 0.928 -4.602 0.271
H -1.842 -0.009 -5.462 0.446
H -0.610 1.148 -3.829 0.253
H -0.725 -0.497 -3.222 -0.036
H -2.265 1.956 -2.291 0.370
H -1.003 1.090 -1.427 0.348
H -4.436 -1.652 1.869 0.360
H -2.972 -2.477 1.348 0.336
H -5.766 -3.040 0.237 0.341
H -4.992 -3.995 1.500 0.479
H -3.707 -3.601 -1.236 -0.089
H -4.878 -4.883 -0.940 0.384
H -2.202 -4.513 0.511 0.124
H -2.571 -5.762 -0.677 0.354
H -3.390 -5.785 0.896 0.362
H -6.584 -0.880 0.606 0.439
H -7.927 0.854 -0.553 0.378
H -6.888 2.364 -2.196 0.376
H -4.469 2.207 -2.707 0.366
C 4.251 3.831 -1.804 -1.004
Si 2.634 3.214 -1.026 0.228
C 1.967 4.707 -0.075 -1.141
C 1.440 3.028 -2.494 -0.567
Ge 2.567 1.268 0.353 0.204
Si 4.438 1.735 1.755 0.310
C 4.151 3.324 2.745 -1.106
C 4.599 0.343 3.033 -0.986
C 6.203 1.925 1.078 -1.098
Si 3.638 -0.305 -1.080 0.149
C 2.450 -0.962 -2.400 -0.786
C 5.178 0.162 -2.086 -1.069
C 4.182 -1.836 -0.092 -0.979
H 4.077 4.731 -2.409 0.383
H 4.703 3.065 -2.445 0.221
H 4.983 4.080 -1.025 0.180
H 1.694 5.527 -0.754 0.351
H 2.698 5.091 0.647 0.230
H 1.069 4.427 0.490 0.289
H 1.634 3.781 -3.270 0.455
H 0.403 3.147 -2.151 0.178
H 1.524 2.033 -2.954 -0.194
H 3.107 3.395 3.073 0.309
H 4.358 4.203 2.121 0.217
H 4.794 3.378 3.634 0.356
H 3.640 0.178 3.540 0.158
H 5.363 0.556 3.794 0.352
H 4.866 -0.598 2.530 0.214
H 6.232 2.618 0.225 0.224
H 6.592 0.958 0.727 0.273
H 6.883 2.305 1.853 0.350
H 2.138 -0.151 -3.072 0.154
H 1.542 -1.368 -1.937 -0.189
H 2.918 -1.749 -3.009 0.470
H 4.932 0.919 -2.841 0.233
H 5.586 -0.717 -2.604 0.347
H 5.963 0.581 -1.443 0.204
H 3.485 -2.020 0.737 0.038
H 5.181 -1.691 0.340 0.291
H 4.207 -2.734 -0.723 0.375
C 1.032 -3.724 2.238 -0.721
C 0.954 -2.869 3.458 0.168
N 0.506 -1.642 3.522 0.000
C 0.612 -1.251 4.848 -0.143
C 1.138 -2.261 5.591 -0.693
N 1.352 -3.294 4.694 0.034
H 0.765 -3.123 1.375 -0.256
H 0.335 -4.564 2.299 0.370
H 2.041 -4.123 2.097 0.358
H 0.284 -0.268 5.174 0.275
H 1.374 -2.348 6.641 0.395
H 1.747 -4.188 4.905 0.151
```

Computed properties:
energy	-11094.4987	Eh
charge	-2
2S+1	2
ΔE to the lowest compared entry with this formula, charge and spin	0.00	kcal per mole
LUMO level (spin up / spin down)	3.78 / 3.33	eV

***

No. 3
ORCA calculation (ωB97M-V with the def2-TZVPD basis set) on a structure of composition C28H55HgO2Si4Te at a distorted geometry.

```
91
Properties=species:S:1:pos:R:3:mulliken_charge:R:1
O 1.555 0.469 -5.822 -0.471
C 1.411 1.648 -6.748 -0.361
C 1.135 0.813 -7.971 -1.055
H 2.303 2.268 -6.803 0.351
H 0.580 2.339 -6.601 0.144
C 1.192 -0.397 -6.981 1.897
H 2.016 0.694 -8.627 0.434
H 0.146 0.897 -8.424 0.280
C 2.275 -1.273 -7.580 -1.702
H 3.256 -0.780 -7.522 0.398
H 2.053 -1.496 -8.648 0.339
H 2.352 -2.220 -7.042 0.447
C -0.138 -1.127 -6.923 -1.748
H -0.958 -0.542 -6.518 0.423
H -0.053 -2.013 -6.295 0.403
H -0.453 -1.474 -7.916 0.395
Hg 2.717 -0.293 -2.452 0.162
C -2.311 -0.944 0.803 0.261
C -2.401 0.466 0.905 -0.235
C -2.629 0.951 -0.441 -1.008
H -2.316 1.057 1.836 0.278
C -2.729 -0.187 -1.311 -0.717
C -2.429 -1.344 -0.549 -1.836
H -2.388 -2.350 -0.930 0.597
H -2.172 -1.599 1.644 0.726
H -2.796 1.983 -0.757 0.354
H -2.963 -0.147 -2.367 0.867
C 1.552 -2.723 0.578 -0.017
C 0.300 -2.891 -0.073 -0.586
C 0.474 -2.930 -1.453 -0.167
H -0.614 -3.027 0.471 0.812
C 1.891 -2.839 -1.720 -1.377
C 2.537 -2.600 -0.424 -0.478
H 3.585 -2.658 -0.195 0.496
H 1.653 -2.816 1.675 0.223
H -0.360 -3.151 -2.129 0.348
H 2.420 -3.129 -2.649 0.607
O -0.366 1.030 -3.036 -0.384
C -1.205 0.376 -4.031 1.106
C -2.276 1.409 -4.374 -0.430
H -1.412 -0.597 -3.604 0.437
H -0.584 0.164 -4.940 -1.747
C -1.309 2.595 -4.600 -0.186
H -2.930 1.829 -3.561 0.304
H -2.915 1.114 -5.202 0.460
C -0.410 2.434 -3.337 -0.522
H -1.721 3.595 -4.804 0.474
H -0.643 2.306 -5.463 -0.394
H -0.770 2.975 -2.419 0.293
H 0.619 2.806 -3.477 0.292
C 3.847 0.551 3.890 -1.435
Si 2.302 1.331 4.687 1.003
C 2.357 0.869 6.558 -1.248
C 2.329 3.238 4.663 -1.143
Si -0.081 0.386 4.635 -0.628
Te 1.101 0.605 2.523 -0.398
Si -0.003 -2.017 4.809 0.643
C -0.725 -2.071 6.563 -1.254
C -1.120 -2.759 3.475 -0.326
C 1.756 -2.706 4.585 -1.167
Si -1.957 1.497 5.330 1.210
C -1.809 1.429 7.204 -1.271
C -1.874 3.263 4.670 -1.269
C -3.528 0.633 4.715 -1.046
H 4.574 1.371 3.817 0.333
H 3.713 0.119 2.882 0.402
H 4.247 -0.229 4.550 0.347
H 3.409 1.115 6.805 0.441
H 1.696 1.474 7.207 0.259
H 2.212 -0.199 6.802 0.299
H 2.229 3.660 3.651 0.286
H 1.525 3.641 5.303 0.239
H 3.298 3.584 5.061 0.353
H -1.792 -2.361 6.511 0.260
H -0.112 -2.875 7.021 0.426
H -0.613 -1.127 7.127 0.262
H -0.826 -2.407 2.470 -0.711
H -0.999 -3.855 3.471 0.458
H -2.184 -2.524 3.653 0.430
H 1.705 -3.589 3.930 0.417
H 2.443 -1.960 4.148 0.184
H 2.120 -3.008 5.578 0.398
H -0.882 1.899 7.537 0.255
H -2.637 1.986 7.642 0.437
H -1.835 0.414 7.600 0.337
H -1.383 3.269 3.687 0.336
H -2.879 3.687 4.549 0.414
H -1.300 3.926 5.334 0.334
H -3.473 0.376 3.648 0.295
H -3.730 -0.297 5.266 0.272
H -4.389 1.306 4.854 0.379
```

Computed properties:
energy	-2829.5933	Eh
charge	-1
ΔE to the lowest compared entry with this formula, charge and spin	32.86	kcal per mole
LUMO level (spin up / spin down)	1.15 / 1.63	eV

***

No. 4
ORCA calculation (ωB97M-V with the def2-TZVPD basis set) on a structure of composition C28H56Br2NiO14S6 at a distorted geometry.

```
107
Properties=species:S:1:pos:R:3:mulliken_charge:R:1
Ni -39.727 38.578 8.763 0.622
O -38.411 41.310 7.707 -0.478
C -39.210 42.477 7.635 -0.286
C -40.739 42.383 7.829 -0.330
O -41.347 41.264 8.444 -0.468
H -39.013 43.081 6.749 0.253
H -38.751 43.185 8.325 0.233
H -41.380 42.577 6.969 0.254
H -40.934 43.286 8.407 0.216
C -44.018 36.278 14.689 -0.485
C -43.397 34.889 14.573 -0.599
C -43.639 34.210 13.187 -0.733
S -44.002 35.606 11.924 0.999
O -45.277 35.445 11.246 -0.623
O -42.748 35.900 11.238 -0.583
C -44.098 36.950 13.256 -0.688
H -43.401 36.886 15.351 0.295
H -44.963 36.027 15.172 0.256
H -43.760 34.161 15.299 0.366
H -42.356 34.975 14.885 0.291
H -44.658 33.822 13.195 0.319
H -42.973 33.442 12.794 0.435
H -44.956 37.616 13.159 0.383
H -43.249 37.607 13.067 0.364
C -35.093 39.340 14.531 -0.618
C -35.988 38.070 14.867 -0.430
C -37.332 38.499 15.232 -0.779
S -37.825 39.824 13.984 0.980
O -38.687 40.925 14.438 -0.621
O -38.206 38.947 12.897 -0.569
C -35.951 40.195 13.594 -0.758
H -34.113 39.167 14.086 0.357
H -34.842 39.957 15.393 0.294
H -35.491 37.649 15.741 0.296
H -36.132 37.223 14.196 0.264
H -37.411 39.030 16.180 0.381
H -38.079 37.709 15.312 0.416
H -35.663 41.246 13.562 0.447
H -35.879 39.730 12.611 0.334
C -33.393 35.056 9.896 -0.580
C -33.009 35.484 8.455 -0.545
C -34.432 35.714 7.791 -0.676
S -35.688 34.715 8.600 1.027
O -36.280 33.639 7.842 -0.636
O -36.583 35.715 9.162 -0.595
C -34.514 33.987 9.903 -0.739
H -33.624 35.996 10.397 0.285
H -32.601 34.581 10.476 0.376
H -32.450 34.669 7.995 0.314
H -32.476 36.431 8.547 0.288
H -34.504 35.235 6.814 0.342
H -34.823 36.730 7.741 0.390
H -34.158 33.014 9.566 0.347
H -35.086 33.808 10.813 0.397
C -34.085 46.209 5.887 -0.551
C -33.182 45.408 4.873 -0.617
C -32.704 44.161 5.661 -0.710
S -32.085 44.812 7.336 0.991
O -30.766 45.282 7.228 -0.576
O -32.487 43.823 8.402 -0.624
C -33.301 46.251 7.241 -0.659
H -35.076 45.795 6.075 0.295
H -34.312 47.182 5.450 0.320
H -32.316 45.975 4.532 0.320
H -33.790 45.100 4.022 0.328
H -31.935 43.559 5.175 0.414
H -33.609 43.558 5.731 0.346
H -32.803 47.175 7.535 0.370
H -33.874 46.070 8.150 0.352
C -39.735 48.860 14.196 -0.603
C -38.946 49.438 15.427 -0.691
C -37.607 49.772 14.829 -0.637
S -37.054 48.548 13.657 1.052
O -36.361 47.411 14.289 -0.645
O -36.466 49.134 12.513 -0.615
C -38.823 47.831 13.497 -0.747
H -39.952 49.829 13.746 0.280
H -40.674 48.482 14.599 0.349
H -38.754 48.678 16.184 0.368
H -39.411 50.306 15.896 0.323
H -36.908 49.789 15.665 0.370
H -37.611 50.724 14.299 0.390
H -38.672 46.875 13.999 0.366
H -39.124 47.379 12.553 0.439
C -44.887 37.892 3.619 -0.620
C -44.141 39.178 3.653 -0.573
C -42.757 38.956 3.147 -0.690
S -42.353 37.263 3.975 1.011
O -41.645 37.446 5.265 -0.576
O -41.937 36.331 2.828 -0.655
C -44.031 36.932 4.398 -0.661
H -45.002 37.460 2.624 0.340
H -45.848 38.004 4.120 0.298
H -44.118 39.518 4.688 0.306
H -44.741 39.918 3.124 0.322
H -42.084 39.768 3.421 0.392
H -42.734 38.768 2.074 0.352
H -44.118 37.182 5.456 0.404
H -44.325 35.932 4.083 0.347
Br -43.172 50.495 7.519 -0.121
C -41.507 49.768 8.185 -0.499
C -40.372 50.775 7.934 -0.613
Br -39.697 50.750 5.964 -0.152
H -41.450 48.804 7.681 0.362
H -41.659 49.666 9.259 0.283
H -39.516 50.549 8.571 0.341
H -40.655 51.793 8.200 0.400
```

Computed properties:
energy	-11198.7215	Eh
charge	0
2S+1	3
ΔE to the lowest compared entry with this formula, charge and spin	303.86	kcal per mole
LUMO level (spin up / spin down)	-0.95 / -1.27	eV

***

> Which of these has the lowest energy?

C28H56Br2NiO14S6

***

> energy of number 4 (C28H56Br2NiO14S6)?

-11198.7215 Eh